# 1
DFT (wB97M-V/def2-TZVPD) results for C4H4MgO2 as an isolated structure.

Geometry as ORCA input:
```
! wB97M-V def2-TZVPD RIJCOSX def2/J DEFGRID3
* xyz 0 1
H -2.39 0.66 1.68
O 2.05 -0.14 -0.68
C 0.73 -0.69 -0.38
C 0.02 0.41 0.41
C -1.13 0.11 1.16
C -1.96 0.76 0.35
O -2.81 0.58 -0.59
Mg 1.76 1.60 0.33
H 2.63 -0.74 -1.15
H 0.87 -1.62 0.19
H 0.23 -0.92 -1.33
*
```

Computed properties:
HOMO-LUMO gap (alpha / beta)   0.2405 / 0.2060 Eh
Energy relative to the best compared isomer or geometry (same formula, charge and spin)   640.0 kJ/mol



# 2
DFT (wB97M-V/def2-TZVPD) results for one molecule with the formula C23H25FN2O3.

Geometry as ORCA input:
```
! wB97M-V def2-TZVPD RIJCOSX def2/J DEFGRID3
* xyz 0 1
C 1.49 1.13 3.53
C 0.80 1.12 2.19
C 0.28 2.29 1.65
C -0.36 2.29 0.41
C -0.95 3.56 -0.15
C -0.47 1.10 -0.29
C 0.06 -0.08 0.22
C -0.10 -1.32 -0.60
O -1.03 -1.44 -1.38
N 0.86 -2.27 -0.40
C 1.01 -3.53 -1.06
C 0.36 -3.82 -2.38
C 1.85 -3.66 -2.32
C 2.45 -2.41 -2.91
C 3.86 -2.20 -2.36
N 4.67 -3.39 -2.58
C 5.38 -3.46 -3.74
O 5.37 -2.56 -4.57
C 6.20 -4.69 -4.01
C 6.14 -5.24 -5.28
C 6.91 -6.34 -5.60
C 7.77 -6.89 -4.67
C 7.88 -6.33 -3.40
O 8.72 -6.79 -2.44
C 7.09 -5.23 -3.09
F 7.24 -4.69 -1.87
C 4.13 -4.56 -1.90
C 2.74 -4.87 -2.43
C 0.68 -0.06 1.46
H 1.37 0.17 4.04
H 2.56 1.32 3.41
H 1.08 1.90 4.17
H 0.37 3.21 2.20
H -0.74 3.64 -1.22
H -2.03 3.56 -0.03
H -0.54 4.44 0.35
H -0.98 1.07 -1.24
H 1.60 -2.01 0.22
H 1.06 -4.36 -0.36
H -0.04 -4.82 -2.52
H -0.22 -3.05 -2.85
H 2.51 -2.51 -3.99
H 1.83 -1.54 -2.70
H 4.35 -1.34 -2.80
H 3.82 -2.04 -1.27
H 5.48 -4.80 -6.01
H 6.84 -6.77 -6.59
H 8.38 -7.75 -4.92
H 9.25 -7.51 -2.80
H 4.80 -5.41 -1.97
H 4.07 -4.31 -0.83
H 2.31 -5.72 -1.90
H 2.82 -5.17 -3.49
H 1.06 -0.98 1.91
*
```

Computed properties:
HOMO-LUMO gap   0.3487 Eh
Structure (SMILES)   Cc1cc(C)cc(C(=O)N[C@H]2CC23CCN(C(=O)c2cccc(O)c2F)CC3)c1
Energy relative to the best compared isomer or geometry (same formula, charge and spin)   22.7 kJ/mol



# 3
DFT (wB97M-V/def2-TZVPD) results for C53H32F15Ge2N3O4S2Ta as an isolated structure.

Geometry as ORCA input:
```
! wB97M-V def2-TZVPD RIJCOSX def2/J DEFGRID3
* xyz 1 1
Ta 0.13 -0.36 -0.90
N 0.67 5.84 1.24
C 0.01 5.05 0.72
C -0.79 4.05 0.08
C -2.12 4.28 -0.26
C -2.83 3.25 -0.86
C -2.21 2.04 -1.07
N -0.93 1.81 -0.73
C -0.23 2.81 -0.18
H -2.58 5.24 -0.06
H -3.87 3.38 -1.15
H -2.75 1.22 -1.52
H 0.79 2.62 0.09
F 0.74 2.58 3.06
C 0.88 1.92 4.23
C 0.43 0.61 4.37
C 0.76 0.00 5.58
F 0.52 -1.29 5.80
C 1.40 0.67 6.60
F 1.68 0.05 7.74
C 1.76 1.99 6.43
F 2.37 2.64 7.41
C 1.52 2.62 5.23
F 1.91 3.87 5.04
Ge -0.46 -0.30 2.86
S 1.05 0.17 1.29
C -2.35 0.28 2.71
C -2.66 1.62 2.55
F -1.69 2.54 2.54
C -3.95 2.10 2.38
F -4.17 3.40 2.21
C -5.00 1.20 2.37
F -6.24 1.63 2.19
C -4.74 -0.14 2.52
F -5.74 -1.02 2.45
C -3.44 -0.58 2.66
F -3.30 -1.92 2.65
C -0.55 -2.24 3.21
C -0.05 -3.25 2.41
F 0.59 -3.02 1.26
C -0.22 -4.59 2.72
F 0.27 -5.54 1.92
C -0.93 -4.94 3.84
F -1.13 -6.22 4.12
C -1.46 -3.96 4.66
F -2.18 -4.31 5.73
C -1.27 -2.64 4.33
F -1.89 -1.72 5.08
C 1.55 0.13 -2.18
Ge 2.77 1.66 -2.38
C 3.61 1.56 -4.13
C 4.57 2.52 -4.46
C 5.13 2.55 -5.73
C 4.73 1.63 -6.68
C 3.78 0.67 -6.37
C 3.22 0.64 -5.10
C 4.07 1.54 -0.95
C 3.83 2.10 0.30
C 4.76 1.97 1.33
C 5.94 1.27 1.11
C 6.19 0.71 -0.14
C 5.26 0.84 -1.16
C 1.86 3.38 -2.37
C 0.65 3.54 -3.07
C 0.07 4.79 -3.21
C 0.69 5.91 -2.65
C 1.89 5.77 -1.97
C 2.48 4.51 -1.83
H 1.95 -0.68 -2.81
H 4.89 3.25 -3.72
H 5.87 3.30 -5.97
H 5.17 1.65 -7.68
H 3.46 -0.05 -7.12
H 2.47 -0.11 -4.86
H 2.92 2.66 0.49
H 4.56 2.41 2.30
H 6.66 1.17 1.91
H 7.11 0.16 -0.31
H 5.47 0.41 -2.14
H 0.17 2.67 -3.52
H -0.86 4.90 -3.75
H 0.23 6.88 -2.75
H 2.38 6.64 -1.54
H 3.42 4.41 -1.30
C -3.53 -7.60 0.67
C -3.37 -6.16 0.26
C -4.46 -5.29 0.24
C -4.31 -3.96 -0.08
C -3.03 -3.49 -0.37
C -1.91 -4.33 -0.36
C -2.10 -5.66 -0.06
S -2.89 -1.80 -0.67
O -1.78 -1.26 0.13
O -4.14 -1.13 -0.48
N -2.47 -1.47 -2.26
C -2.18 -2.55 -3.27
C -0.74 -2.55 -3.78
C 0.24 -2.92 -2.70
O 1.01 -3.82 -2.72
O 0.08 -2.11 -1.60
H -4.57 -7.93 0.57
H -3.23 -7.73 1.71
H -2.90 -8.25 0.06
H -5.45 -5.67 0.49
H -5.15 -3.28 -0.08
H -0.92 -3.95 -0.55
H -1.25 -6.33 -0.07
H -3.24 -0.89 -2.57
H -2.85 -2.38 -4.11
H -2.43 -3.52 -2.85
H -0.48 -1.54 -4.13
H -0.63 -3.25 -4.59
*
```

Computed properties:
HOMO-LUMO gap   0.2724 Eh